DFT (ωB97M-V with the def2-TZVPD basis set) results for 8 unconnected molecules or ions with the total composition C57H114Br3N7O7.

E_tot in Eh: -10871.49714
HOMO energy (alpha / beta) in Eh: -0.3219 / -0.3512
Gap between HOMO and LUMO (alpha / beta) in eV: 8.04 / 8.84
Spin multiplicity: 7
Charge: 0
ΔE to the lowest compared entry with this formula, charge and spin in kcal per mole: 34.6
E_LUMO (alpha / beta) in eV: -0.721 / -0.721

```
188
Properties=species:S:1:pos:R:3:forces:R:3
C 6.6784 2.9304 -0.9347 0.3 1.1 -0.5
Br 8.0888 2.0157 0.1225 -1.1 0.8 -0.9
Br 7.3323 3.6846 -2.7111 -0.2 -0.5 1.5
Br 5.7386 4.4120 0.0797 0.9 -1.4 -0.8
H 5.9349 2.2225 -1.3009 0.2 0.1 0.6
C -6.1382 -8.9350 -2.3926 0.0 -0.4 1.2
C -5.2310 -9.1660 -3.5933 -0.5 1.6 0.6
C -3.8967 -9.8083 -3.0604 -1.4 0.6 -0.4
C -3.0813 -10.1323 -4.2327 1.2 -1.1 -0.3
C -3.7959 -11.1750 -5.0993 2.9 1.0 0.7
C -5.1673 -10.8502 -5.5646 0.4 0.4 -1.9
N -5.9192 -10.1110 -4.5522 -4.5 1.8 -0.4
O -7.3555 -9.8407 -4.8237 6.3 -1.1 1.0
C -4.9639 -10.0078 -6.9232 -1.3 -0.4 -0.2
C -5.7710 -12.2080 -5.9185 -0.8 0.3 -0.5
C -4.9105 -7.6662 -4.1747 -0.6 -2.4 0.1
H -7.0347 -8.3155 -2.4198 0.0 -0.1 -1.0
H -5.5336 -8.4450 -1.6294 0.3 0.0 0.1
H -6.4438 -9.8811 -1.9459 0.0 -0.2 -0.1
H -3.3253 -9.1454 -2.4107 -0.6 0.2 0.3
H -4.0998 -10.7503 -2.5509 -0.3 0.1 0.3
H -2.2029 -10.6709 -3.8772 0.4 0.1 0.0
H -2.6805 -9.2521 -4.7355 -0.4 0.1 -0.3
H -3.6597 -12.1108 -4.5572 -0.7 -0.2 0.0
H -3.0766 -11.2170 -5.9173 -0.6 -0.6 -0.6
H -5.9206 -9.6922 -7.3395 -0.3 0.1 0.4
H -4.3406 -9.1138 -6.9467 0.2 -0.1 0.8
H -4.5896 -10.6266 -7.7387 0.3 -0.5 0.4
H -6.7531 -12.0309 -6.3570 0.0 -0.4 0.0
H -5.1092 -12.7028 -6.6293 -0.1 0.2 -0.3
H -5.8323 -12.9348 -5.1084 -0.2 0.5 0.4
H -4.5433 -7.8185 -5.1897 0.2 0.6 0.1
H -4.1982 -7.1854 -3.5042 0.2 -0.1 -0.2
H -5.8331 -7.0860 -4.1598 0.0 -0.1 -0.3
C -2.2866 14.2482 -0.0845 1.7 -1.0 1.1
C -1.6072 14.0589 1.3565 0.2 0.7 0.1
C -2.3384 14.9689 2.4025 0.6 1.7 -1.4
C -3.6971 14.5534 2.8031 0.3 1.7 -1.7
C -3.4365 13.3406 3.4844 -1.1 -2.6 2.0
C -2.8267 12.1920 2.6525 0.9 -1.9 0.0
N -1.6039 12.6163 1.8695 0.7 -1.2 -4.1
O -1.0280 11.6723 0.9073 -2.5 3.7 4.1
C -2.3334 11.0811 3.6020 0.0 -0.1 1.9
C -3.8646 11.5004 1.7656 -0.3 -0.1 -0.9
C -0.1265 14.5528 1.3346 -0.3 -0.7 -0.8
H -1.6940 13.6231 -0.7525 -0.2 -0.3 -0.1
H -2.0836 15.2540 -0.4522 -0.5 0.2 0.4
H -3.3281 13.9294 -0.1243 0.1 0.3 0.0
H -1.7527 15.1532 3.3031 0.3 -0.4 0.0
H -2.5148 15.9737 2.0187 0.9 0.2 -0.8
H -4.3516 14.4184 1.9419 -0.1 0.1 -0.1
H -4.1126 15.3210 3.4560 -0.2 -0.1 0.0
H -4.4388 13.1058 3.8428 0.1 -1.5 0.5
H -2.8514 13.6087 4.3642 0.3 -0.5 0.1
H -1.5591 11.3946 4.3022 0.2 0.6 -0.2
H -3.1287 10.8131 4.2976 -0.5 0.1 -0.1
H -1.9680 10.1014 3.2943 -0.1 0.4 -1.2
H -4.2214 12.0533 0.8966 0.1 0.5 0.1
H -3.4505 10.5944 1.3232 0.2 0.0 0.2
H -4.7541 11.2188 2.3290 0.1 0.0 0.2
H 0.5391 13.9308 0.7361 -0.3 -0.5 0.0
H 0.2934 14.5440 2.3405 -0.1 0.4 0.0
H -0.0523 15.5119 0.8220 -0.2 0.3 0.5
C -4.8777 5.2305 -5.1861 -0.3 -2.0 0.3
C -4.1767 5.6345 -6.5031 -1.5 0.6 0.8
C -4.2474 7.1489 -6.3176 1.6 1.6 -1.9
C -3.3043 7.8549 -7.3302 -0.3 -0.3 1.3
C -1.8941 7.3023 -7.0986 -1.5 1.4 -0.2
C -1.6997 5.7811 -7.2747 -1.1 3.9 -2.2
N -2.7920 5.0927 -6.6183 -0.1 -5.5 0.5
O -2.7162 3.6299 -6.6802 -0.3 5.9 0.3
C -1.8002 5.5822 -8.8339 1.3 -0.9 -0.1
C -0.3198 5.6326 -6.7335 0.7 -3.5 0.2
C -5.0826 5.2764 -7.7308 0.1 -0.4 0.1
H -5.9538 5.1685 -5.3479 0.0 -0.2 -0.2
H -4.8057 5.8674 -4.3045 0.6 0.5 -0.4
H -4.5378 4.2560 -4.8357 -0.1 -0.2 -0.2
H -5.2514 7.5585 -6.4285 -0.2 -0.6 -0.1
H -3.9392 7.5145 -5.3381 0.3 -0.5 0.2
H -3.2793 8.8939 -7.0016 0.0 0.3 -0.6
H -3.6381 7.7684 -8.3642 0.0 0.1 0.0
H -1.6204 7.6464 -6.1013 0.2 -0.3 0.2
H -1.2839 7.8998 -7.7758 0.6 -0.6 -0.1
H -2.4993 6.1875 -9.4109 -0.5 -0.1 0.7
H -0.8597 5.8373 -9.3222 0.4 0.2 0.4
H -1.9053 4.5270 -9.0859 -0.4 -0.1 0.1
H -0.2014 5.7733 -5.6591 -0.3 0.5 -0.1
H -0.1938 4.5563 -6.8509 0.8 -0.4 0.2
H 0.4905 6.0765 -7.3119 -0.5 0.4 0.0
H -4.6895 5.5236 -8.7169 0.4 0.4 0.2
H -6.0354 5.7958 -7.6280 0.1 0.1 0.1
H -5.3276 4.2189 -7.8298 0.2 -0.2 0.5
C 1.3463 4.3187 13.2192 0.5 -0.5 -0.1
C 1.6676 3.5620 11.8798 -0.1 0.8 2.9
C 1.9282 2.0870 12.2445 -0.8 -1.2 -0.7
C 1.9943 1.0831 11.0616 -1.8 0.6 -0.7
C 0.6302 1.3010 10.2562 0.8 1.1 1.2
C 0.4005 2.8068 9.8862 -2.0 0.2 -2.7
N 0.4593 3.7315 11.0023 1.3 4.4 -0.3
O 0.1359 5.1581 10.7206 1.3 -5.9 0.9
C 1.3483 3.1334 8.7216 1.3 -0.3 0.0
C -1.0603 2.8732 9.3128 0.1 -0.3 0.0
C 2.9808 4.1831 11.4508 0.0 0.3 -2.2
H 1.2082 5.3770 12.9979 -0.4 -0.2 0.1
H 2.2070 4.2390 13.8832 0.4 0.1 -0.2
H 0.5611 3.8822 13.8365 -0.5 0.1 -0.5
H 2.8079 1.9247 12.8673 0.1 0.7 0.1
H 1.0681 1.7912 12.8451 -0.1 -0.3 0.2
H 2.0666 0.0412 11.3737 -0.3 0.1 0.4
H 2.8682 1.1800 10.4173 0.0 0.5 -0.1
H -0.2446 1.1091 10.8776 0.2 -0.6 0.4
H 0.5156 0.6916 9.3598 0.2 0.2 0.0
H 1.1968 2.4805 7.8620 -0.6 0.0 0.0
H 1.4191 4.1554 8.3495 -0.4 0.1 0.4
H 2.3520 2.8259 9.0152 0.2 0.3 0.0
H -1.5287 3.8173 9.0345 0.9 0.5 0.2
H -1.0327 2.2948 8.3894 -0.3 -0.3 0.1
H -1.7803 2.4659 10.0227 0.1 -0.4 0.0
H 3.2062 3.8345 10.4430 0.3 0.0 0.0
H 3.8474 3.9067 12.0514 -0.4 0.1 0.4
H 2.8928 5.2639 11.3402 0.1 0.0 0.3
C 2.9474 -9.7975 5.1587 0.7 0.5 -0.6
C 2.9490 -8.2612 5.5202 -0.7 -1.6 1.0
C 3.0728 -8.2257 7.1056 0.0 0.5 -1.1
C 3.4213 -6.8917 7.6602 -0.2 2.1 0.5
C 4.6844 -6.3004 7.0804 0.0 -1.4 -0.2
C 4.6075 -6.2529 5.5335 0.9 1.1 -0.7
N 4.0919 -7.5319 4.8492 -2.3 0.8 -3.6
O 3.8413 -7.4237 3.3658 1.3 -0.2 6.1
C 3.7668 -4.9881 5.1764 0.2 -0.5 -0.5
C 6.0611 -6.0225 5.0098 -1.0 -0.4 -0.8
C 1.4996 -7.7771 5.2168 0.6 -0.3 -0.6
H 2.2274 -10.3966 5.7161 -0.1 0.5 0.3
H 3.9207 -10.2600 5.3232 0.2 0.2 0.1
H 2.7153 -9.9812 4.1097 0.0 0.3 -0.1
H 2.0883 -8.4653 7.5074 0.2 -0.6 -0.1
H 3.8430 -8.9100 7.4614 -0.1 -0.4 -0.1
H 3.3487 -6.8601 8.7473 0.7 -0.5 0.3
H 2.7380 -6.0591 7.4923 -1.0 -0.5 -0.7
H 5.5596 -6.8860 7.3616 0.1 0.0 0.1
H 4.7947 -5.2794 7.4458 0.3 0.0 -0.1
H 3.7176 -4.8039 4.1032 0.1 -0.3 -0.1
H 2.7388 -5.0343 5.5358 0.1 0.0 0.1
H 4.2782 -4.1233 5.5990 -0.1 0.0 0.2
H 5.9756 -6.2303 3.9432 0.4 0.0 -0.1
H 6.4167 -4.9968 5.1073 -0.2 0.0 0.3
H 6.7929 -6.7070 5.4387 -0.2 0.0 0.1
H 1.2966 -6.7663 5.5705 -0.1 -0.1 -0.1
H 0.8383 -8.5161 5.6692 0.0 0.3 0.5
H 1.2379 -7.9023 4.1661 0.4 0.5 -0.2
C 2.6003 -4.1166 -6.3611 0.6 -0.7 -1.7
C 3.9096 -4.8982 -6.7938 -0.1 2.1 0.9
C 4.7652 -4.8752 -5.5271 -0.1 -1.1 0.3
C 5.9037 -5.8809 -5.5382 0.6 0.7 0.8
C 5.4433 -7.2543 -5.9650 0.6 0.9 0.7
C 4.8174 -7.1938 -7.2967 -0.7 -2.4 -1.7
N 3.6504 -6.2810 -7.2531 -1.9 1.8 -3.7
O 2.7775 -6.2615 -8.3580 2.9 -0.6 3.6
C 5.8603 -6.9795 -8.4681 -0.5 0.0 -0.2
C 4.1862 -8.6243 -7.4305 -1.1 0.0 -0.4
C 4.6792 -3.9837 -7.8460 -0.7 -1.3 0.1
H 2.8315 -3.2974 -5.6803 0.2 -0.1 0.0
H 1.8256 -4.7490 -5.9275 0.1 -0.1 -0.1
H 2.2855 -3.6855 -7.3114 -0.8 0.1 0.3
H 5.0932 -3.8577 -5.3141 0.2 0.0 -0.3
H 4.1515 -5.1216 -4.6606 -0.4 -0.2 0.0
H 6.2947 -5.8732 -4.5208 0.2 -0.3 0.1
H 6.7207 -5.5059 -6.1547 0.1 -0.2 -0.3
H 4.6792 -7.6530 -5.2977 0.3 0.0 0.4
H 6.2625 -7.9632 -6.0863 0.1 0.0 0.5
H 5.5265 -6.2345 -9.1904 -0.3 -0.3 -0.1
H 6.8879 -6.6780 -8.2652 -0.1 0.2 1.0
H 6.0151 -7.9418 -8.9561 -0.4 0.1 -0.3
H 3.4364 -8.7749 -6.6539 -0.3 0.5 0.0
H 3.6656 -8.7515 -8.3797 0.1 0.1 -0.1
H 4.7724 -9.5257 -7.2516 1.0 0.5 -0.3
H 5.7335 -4.2604 -7.8404 0.1 0.5 0.2
H 4.4693 -2.9433 -7.5979 0.5 0.0 0.2
H 4.3549 -4.1198 -8.8777 -0.4 -0.2 0.1
O -1.4432 1.8808 1.3538 0.7 -0.9 0.4
C -0.8919 1.3772 0.3765 -2.9 -2.3 2.6
N -0.4058 2.1977 -0.5153 1.6 0.9 -2.2
C -1.0000 -0.1724 0.1330 -0.1 -0.2 -0.6
H -0.4488 1.9979 -1.5045 0.4 0.1 0.2
H -0.3936 3.1433 -0.1607 -0.2 0.1 -0.6
H -1.2592 -0.8396 0.9551 0.2 1.0 0.9
H -0.1833 -0.7180 -0.3397 0.5 0.7 -0.2
H -1.8517 -0.4049 -0.5064 -0.2 0.6 -0.4
```
Positions in Å, forces in eV/Å.